Record 1
C28H35AsN8O4S2Sr as an isolated structure in a non-equilibrium geometry. Source: the OMol25 dataset; level of theory: ωB97M-V/def2-TZVPD.

Last column: Löwdin charge in e.
Positions of all 79 atoms, in Å:
Sr 0.4375 0.2738 0.4432  1.29
C -0.2945 1.1461 4.3111  -0.04
N -0.4690 2.2499 3.2993  -0.09
C 0.6508 3.2002 3.5720  -0.07
C -0.5500 1.6350 1.9818  -0.50
N -1.3644 0.6928 1.7127  0.02
N 0.1308 2.3048 0.8391  -0.19
C 0.0552 2.2870 -0.6397  -0.58
N 0.5028 3.4814 -1.1600  0.19
N -0.4482 1.3291 -1.3291  0.01
H -0.2762 1.5953 5.3006  0.09
H 0.6532 0.6375 4.1582  0.08
H -1.0980 0.4169 4.2663  0.08
H 1.6073 2.6941 3.6361  0.07
H 0.4643 3.6527 4.5444  0.10
H 0.7328 3.9968 2.8506  0.07
H -1.8866 0.4541 2.5511  0.09
H 0.1414 3.3139 1.1021  0.11
H 1.2629 3.8650 -0.5967  0.09
H 0.7498 3.4234 -2.1360  0.12
H -0.3374 1.6097 -2.3000  0.11
S -1.6235 -1.4377 -0.3566  0.59
C -1.6753 -3.1549 -0.2456  -0.71
C -2.7869 -3.9562 -0.0441  -0.12
C -2.6137 -5.3310 0.0539  -0.10
C -1.3560 -5.8973 -0.0661  -0.10
C -0.2349 -5.0969 -0.2696  -0.09
C -0.3850 -3.7334 -0.3566  -0.38
As 0.8470 -2.2032 -0.4097  1.11
C 2.3566 -3.5853 -0.7045  -0.34
C 2.7406 -4.1503 0.5228  -0.16
C 3.7032 -5.1406 0.5944  -0.10
C 4.2757 -5.6174 -0.5770  -0.11
C 3.8563 -5.1199 -1.7993  -0.09
C 2.9028 -4.1112 -1.8632  -0.10
C 0.8102 -1.8861 -2.3525  -0.40
C -0.2494 -2.2133 -3.1805  -0.11
C -0.1549 -1.9891 -4.5428  -0.08
C 0.9926 -1.4256 -5.0869  -0.10
C 2.0681 -1.1223 -4.2671  -0.09
C 1.9840 -1.3724 -2.9071  -0.15
H -3.7690 -3.5040 0.0406  0.10
H -3.4734 -5.9692 0.2300  0.10
H -1.2385 -6.9719 0.0153  0.10
H 0.7516 -5.5347 -0.3525  0.10
H 2.2220 -3.7703 1.3916  0.09
H 4.0176 -5.5483 1.5491  0.10
H 5.0427 -6.3823 -0.5353  0.10
H 4.2777 -5.5253 -2.7137  0.10
H 2.5648 -3.7380 -2.8211  0.09
H -1.1347 -2.6350 -2.7323  0.08
H -0.9833 -2.2504 -5.1925  0.10
H 1.0526 -1.2360 -6.1521  0.10
H 2.9684 -0.6965 -4.6953  0.10
H 2.8020 -1.1772 -2.2268  0.10
C 3.9015 1.5184 1.6305  -0.12
S 2.2005 1.8334 1.0896  0.52
O 1.6390 0.7280 2.0550  -0.58
O 2.3920 3.2894 1.0376  -0.34
O 2.1879 1.2413 -0.3245  -0.51
H 3.9088 1.9059 2.6455  0.06
H 4.5338 2.1302 0.9975  0.06
H 4.1634 0.4657 1.6309  0.07
C -3.5662 6.2199 1.7427  -0.01
N -3.4656 5.0247 0.8995  -0.04
C -4.4559 4.7158 0.0188  -0.06
C -4.4184 3.5987 -0.7214  0.00
C -3.2982 2.7204 -0.5185  -0.35
N -2.3007 3.0426 0.2898  0.17
C -2.3354 4.2009 1.0031  -0.45
O -1.4045 4.5599 1.7309  0.02
N -3.2451 1.5419 -1.1581  0.18
H -4.4743 6.1789 2.3425  0.09
H -3.5700 7.1218 1.1314  0.09
H -2.7021 6.2343 2.3941  0.08
H -5.2681 5.4282 -0.0449  0.13
H -5.1979 3.3554 -1.4292  0.11
H -4.0048 1.2549 -1.7471  0.11
H -2.4422 0.9133 -1.0499  0.01

Calculated values
ΔE to the lowest compared entry with this formula, charge and spin, kcal/mol: 282.2

---

Record 2
C28H35BeN5P2S as an isolated structure in a non-equilibrium geometry. Source: the OMol25 dataset; level of theory: ωB97M-V/def2-TZVPD.

Last column: Löwdin charge in e.
Positions of all 72 atoms, in Å:
Be 0.1353 -0.0486 3.9015  0.02
C -2.1173 1.8996 -4.9818  -0.10
C -2.2065 0.6907 -4.4087  -0.12
C -1.3830 -0.5190 -4.7203  -0.19
C -0.0268 -0.2814 -5.4258  -0.21
C 0.9393 0.5940 -4.6773  -0.11
C 1.0290 1.9275 -4.6888  -0.11
C 0.2048 2.8851 -5.4990  -0.19
C -1.1519 2.3667 -6.0332  -0.21
C 1.6942 0.6543 4.5947  -0.24
H -2.8323 2.6655 -4.6715  0.10
H -2.9995 0.5280 -3.6747  0.09
H -1.9784 -1.2005 -5.3534  0.12
H -1.1896 -1.0756 -3.7889  0.10
H 0.4537 -1.2699 -5.5231  0.11
H -0.2030 0.0639 -6.4503  0.09
H 1.6520 0.0361 -4.0640  0.10
H 1.8177 2.4006 -4.0980  0.10
H 0.8005 3.2244 -6.3639  0.12
H 0.0099 3.7888 -4.9014  0.11
H -1.6323 3.2200 -6.5438  0.11
H -0.9775 1.6184 -6.8148  0.09
H 1.4377 1.5145 5.2348  0.00
H 2.5289 1.1031 3.9866  -0.02
H 2.2529 -0.0496 5.2278  0.00
P 1.5419 -0.4530 1.9781  1.06
P -1.3616 -0.6463 1.9977  1.07
N 2.5879 0.8348 1.3347  -0.23
N 2.7856 -1.7068 2.2170  -0.22
N -2.0747 0.5595 0.9027  -0.24
N -2.8237 -1.6186 2.2305  -0.25
C 0.8261 -1.0138 0.3975  -0.37
C -0.5480 -1.6456 0.6912  -0.35
C 2.4135 2.1748 1.6989  -0.15
C 3.3077 2.9426 0.9760  -0.09
C 4.0566 2.0565 0.1264  -0.09
C 3.5922 0.7724 0.3607  -0.13
C 3.6784 -1.6759 3.2911  -0.13
C 4.3136 -2.9044 3.3754  -0.08
C 3.8163 -3.7283 2.3033  -0.08
C 2.8786 -2.9702 1.6140  -0.14
C -2.3337 1.8566 1.3559  -0.13
C -2.8229 2.6013 0.2936  -0.08
C -2.8731 1.7441 -0.8597  -0.07
C -2.4249 0.4979 -0.4549  -0.15
C -3.8749 -1.9683 1.3654  -0.13
C -4.6736 -2.9068 1.9984  -0.09
C -4.0887 -3.1710 3.2872  -0.09
C -2.9623 -2.3710 3.4069  -0.14
H 1.5075 -1.7109 -0.1079  0.07
H 0.7292 -0.1258 -0.2486  0.10
H -1.1778 -1.6871 -0.2060  0.07
H -0.4213 -2.6689 1.0846  0.10
H 1.6750 2.4238 2.4544  0.10
H 3.4134 4.0195 1.0593  0.09
H 4.8434 2.3490 -0.5564  0.09
H 3.8992 -0.1800 -0.0673  0.11
H 3.7534 -0.7859 3.9092  0.09
H 5.0532 -3.1737 4.1204  0.10
H 4.1254 -4.7310 2.0782  0.09
H 2.2859 -3.2276 0.7442  0.09
H -2.1327 2.1073 2.3879  0.10
H -3.1017 3.6500 0.3323  0.10
H -3.1815 2.0152 -1.8598  0.08
H -2.3308 -0.4102 -1.0445  0.09
H -3.9948 -1.5027 0.3905  0.10
H -5.5812 -3.3590 1.6085  0.10
H -4.4450 -3.8640 4.0418  0.09
H -2.2457 -2.2261 4.2070  0.08
S -0.4566 -0.1494 7.9528  0.64
C -0.6724 -0.3302 6.3954  -0.90
N -0.7382 -0.4290 5.1736  -0.03

Calculated values
ΔE to the lowest compared entry with this formula, charge and spin, kcal/mol: 0.0

---

Record 3
C28H35ClGdN6OS2 as an isolated structure. Source: the OMol25 dataset; level of theory: ωB97M-V/def2-TZVPD.

Last column: Löwdin spin population.
Positions of all 74 atoms, in Å:
Gd 0.2326 0.1680 -0.1936  6.80
C 2.4532 1.1414 4.5527  0.00
C 1.9325 1.5991 3.2225  0.02
C 0.5609 1.8248 3.0313  0.00
C 0.0735 2.3336 1.8416  0.01
C 0.9595 2.5824 0.7788  0.02
C 2.3231 2.3280 0.9484  0.00
C 2.7980 1.8553 2.1594  0.01
H 2.4596 1.9815 5.2524  0.00
H 3.4729 0.7642 4.4820  0.00
H 1.8179 0.3682 4.9900  0.00
H -0.1208 1.6661 3.8606  0.00
H -0.9631 2.6271 1.7631  0.00
H 0.6269 3.1445 -0.0829  0.00
H 3.0248 2.5887 0.1648  0.00
H 3.8635 1.7020 2.2918  0.00
C 1.8440 -5.5586 0.3840  0.00
C 0.9091 -4.7266 0.9846  0.00
C 0.5470 -3.5427 0.3640  0.00
C 1.1075 -3.2082 -0.8623  0.00
C 2.0440 -4.0384 -1.4715  0.00
C 2.4120 -5.2113 -0.8395  0.00
N 0.6530 -1.9904 -1.4751  0.02
N 0.7665 -1.9573 -2.6974  0.02
C 0.3231 -0.8056 -3.4017  0.00
C 0.0399 -1.0171 -4.7328  0.00
C -0.3949 0.0620 -5.4913  0.00
C -0.4982 1.2984 -4.8780  0.00
C -0.1958 1.4066 -3.5298  0.00
N 0.1985 0.3726 -2.7860  0.00
H 2.1321 -6.4833 0.8682  0.00
H 0.4598 -5.0092 1.9289  0.00
H -0.1971 -2.8909 0.8069  0.00
H 2.4776 -3.7593 -2.4222  0.00
H 3.1390 -5.8653 -1.3035  0.00
H 0.1688 -2.0093 -5.1443  0.00
H -0.6301 -0.0608 -6.5407  0.00
H -0.8001 2.1773 -5.4316  0.00
H -0.2752 2.3633 -3.0298  0.00
C -3.9464 -0.8590 0.7702  0.00
S -2.6603 -0.3609 1.8925  0.00
C -2.8013 -1.7062 3.0424  0.00
O -1.3253 -0.6613 1.1414  0.00
H -4.8969 -0.7185 1.2906  0.00
H -3.8008 -1.9055 0.5017  0.00
H -3.8985 -0.2080 -0.0994  0.00
H -3.7714 -1.6068 3.5342  0.00
H -2.0084 -1.6076 3.7823  0.00
H -2.7302 -2.6503 2.5041  0.00
Cl 2.5348 -2.9345 4.4453  0.00
C 2.8792 -2.2357 2.9201  0.00
C 4.1099 -2.4045 2.3043  0.00
C 4.3162 -1.8089 1.0681  0.00
C 3.2935 -1.0785 0.4994  0.00
N 2.1085 -0.9221 1.0989  0.02
C 1.9047 -1.4940 2.2855  0.00
H 4.8842 -2.9935 2.7807  0.00
H 5.2607 -1.9129 0.5511  0.00
H 3.4316 -0.6019 -0.4656  0.00
H 0.9330 -1.3668 2.7463  0.00
C -5.0461 2.5750 -1.5241  0.00
N -3.9526 3.4972 -1.8364  0.00
C -2.6745 3.2967 -1.5609  0.01
S -2.1958 1.8586 -0.7292  0.04
N -1.7927 4.2197 -1.9541  0.00
C -2.1525 5.4563 -2.6533  0.00
H -5.9781 3.0591 -1.7978  0.00
H -5.0636 2.3505 -0.4601  0.00
H -4.9466 1.6525 -2.0932  0.00
H -4.2098 4.3784 -2.2539  0.00
H -0.8653 4.1457 -1.5767  0.00
H -2.7437 6.1219 -2.0201  0.00
H -2.7026 5.2310 -3.5678  0.00
H -1.2385 5.9739 -2.9285  0.00

Calculated values
ΔE to the lowest compared entry with this formula, charge and spin, kcal/mol: 11.5
Total charge: +3
Spin multiplicity: 8
⟨S²⟩: 16.044

---

Record 4
A 7-piece molecular cluster, C28H35F21O14 overall in a non-equilibrium geometry. Source: the OMol25 dataset; level of theory: ωB97M-V/def2-TZVPD.

Last column: Löwdin charge in e.
Positions of all 98 atoms, in Å:
C 6.5574 4.7410 1.4373  -0.07
C 5.5720 3.9893 2.3330  -0.24
O 6.0370 2.7272 2.5722  0.02
C 5.1669 1.7978 2.9887  -0.26
O 3.8807 1.9348 3.1601  0.06
C 5.7033 0.3470 3.2082  -0.46
F 6.8170 0.1521 2.4652  0.15
F 6.0179 0.2294 4.5330  0.15
F 4.7928 -0.6128 2.8117  0.12
H 7.6505 5.0688 1.7084  0.11
H 6.1259 5.7451 1.3484  0.07
H 6.8253 4.3574 0.4555  0.06
H 4.7310 3.6682 1.7507  0.10
H 5.3555 4.6479 3.2572  0.17
C -3.0030 1.7345 -2.6726  -0.01
C -3.8559 2.3304 -1.4650  -0.21
O -5.1231 1.9059 -1.6123  0.01
C -6.0346 1.8419 -0.5531  -0.23
O -5.7933 2.1428 0.6289  0.11
C -7.6062 1.4907 -0.9283  -0.44
F -8.0250 0.5148 -0.1173  0.17
F -8.3313 2.6221 -0.8959  0.16
F -7.6090 1.0733 -2.2827  0.08
H -1.9267 1.9644 -2.8652  0.07
H -3.6445 1.8844 -3.6074  0.10
H -3.1659 0.7482 -2.8258  0.00
H -3.8855 3.4920 -1.5694  0.17
H -3.5182 2.1949 -0.6773  -0.03
C -1.6996 -1.9465 -3.7587  -0.05
C -0.2818 -1.2677 -3.9500  -0.32
O 0.5552 -1.8714 -3.1737  0.02
C 1.8722 -1.7105 -3.5364  -0.26
O 2.2686 -1.0346 -4.5105  0.12
C 2.8495 -2.5699 -2.6306  -0.44
F 2.9410 -1.8945 -1.4499  0.12
F 2.2797 -3.8231 -2.4336  0.12
F 4.0428 -2.7596 -3.2318  0.16
H -2.2650 -2.1199 -2.7447  0.11
H -1.7526 -2.8832 -4.3158  0.07
H -2.4124 -1.3303 -4.2552  0.04
H -0.3324 -0.2623 -3.5743  0.09
H -0.0884 -1.0161 -5.1120  0.19
C 0.8181 1.2992 4.1481  -0.06
C 0.3938 2.1437 2.7961  -0.05
O 0.6133 1.0530 1.7651  0.00
C -0.1944 1.1464 0.7130  -0.34
O -1.1215 1.9572 0.4891  0.12
C -0.0527 -0.1642 -0.1386  -0.51
F 1.1967 -0.1138 -0.6840  0.12
F -0.2390 -1.2473 0.4979  0.24
F -0.8933 -0.0274 -1.2561  0.10
H 0.1487 0.3976 4.3529  0.08
H 0.8083 1.9089 5.0948  0.08
H 1.7193 0.6679 4.2747  0.05
H 1.2014 2.8665 2.5572  0.12
H -0.5010 2.5904 2.8498  0.07
C -3.5585 -0.8117 1.3036  0.02
C -4.7255 -1.9307 1.2084  -0.09
O -5.1159 -2.0140 -0.2322  0.00
C -6.2092 -2.8714 -0.5087  -0.37
O -6.6214 -3.7202 0.1987  0.21
C -6.6609 -2.6435 -1.8855  -0.45
F -7.9436 -2.3692 -1.9007  0.20
F -6.0195 -1.4923 -2.4026  0.09
F -6.4248 -3.7526 -2.7358  0.11
H -3.9325 0.0701 0.8644  0.03
H -2.6840 -1.1588 0.8109  0.04
H -3.4915 -0.4274 2.3307  0.09
H -5.5537 -1.7608 1.5897  0.03
H -4.5384 -2.8034 1.7066  0.09
C 4.3356 1.5425 -0.7534  -0.11
C 4.0970 2.6710 -1.6167  -0.28
O 2.8489 2.5917 -2.2638  0.06
C 2.5385 3.2286 -3.3521  -0.38
O 3.3882 3.9693 -3.8766  0.14
C 1.2010 2.9643 -3.8662  -0.46
F 0.3022 2.4545 -3.0568  0.19
F 0.6986 4.2382 -4.3127  0.08
F 1.2636 2.1861 -4.9842  0.16
H 4.0436 0.5408 -1.2531  0.10
H 3.5410 1.5552 0.1416  0.12
H 5.4161 1.5219 -0.4722  0.10
H 5.0391 2.7530 -2.2312  0.15
H 4.1956 3.5389 -0.8282  0.16
C 1.9568 -2.3393 2.3674  -0.04
C 1.1161 -3.6040 1.9844  -0.29
O 0.8799 -4.4488 3.0139  -0.02
C -0.2009 -5.3976 2.9843  -0.17
O -0.7295 -5.6218 1.8337  0.10
C -0.4882 -6.1762 4.3048  -0.49
F -0.5165 -5.3680 5.3567  0.18
F -1.6458 -6.8482 4.2095  0.16
F 0.4251 -7.2049 4.5605  0.11
H 2.8992 -2.7520 2.9838  0.12
H 1.2849 -1.7710 3.0572  0.07
H 2.3533 -1.6662 1.4724  0.10
H 1.5022 -4.1837 1.2515  0.09
H 0.1485 -3.4102 1.6291  0.09

Calculated values
SMILES: CCOC(=O)C(F)(F)F.CCOC(=O)C(F)(F)F.CCOC(=O)C(F)(F)F.CCOC(=O)C(F)(F)F.CCOC(=O)C(F)(F)F.CCOC(=O)C(F)(F)F.CCOC(=O)C(F)(F)F
ΔE to the lowest compared entry with this formula, charge and spin, kcal/mol: 298.0